C39H46OP2Ti | ωB97M-V with the def2-TZVPD basis set

```
89
Properties=species:S:1:pos:R:3:forces:R:3:mulliken_charge:R:1
Ti -0.1486 0.2586 5.1419 0.6 -0.3 1.9 0.75
C -2.3345 0.0264 5.5441 -1.0 -0.3 -0.5 -0.20
C -1.9932 -0.4234 4.2555 -0.6 -0.5 0.0 -0.37
C -2.2620 0.4093 3.0217 -0.5 0.0 -0.6 -0.10
C -1.2692 1.5625 2.7118 0.0 0.2 -0.8 -0.96
C -0.2977 1.9631 3.7973 0.0 1.0 0.1 -0.36
C -0.7023 2.3540 5.0874 -0.1 1.0 -1.0 -0.30
C -2.1563 2.6181 5.4226 -0.4 0.3 0.3 -0.88
C -3.0032 1.3601 5.7654 -0.5 0.5 0.5 -1.13
C 1.5526 -0.4695 4.2046 0.5 -0.4 -0.4 -1.28
H -2.4870 -0.7085 6.3404 0.3 0.1 -0.3 0.63
H -1.9101 -1.5001 4.0950 0.0 0.1 0.1 0.47
H -3.2781 0.8489 3.0719 0.3 -0.3 0.1 0.38
H -2.2791 -0.2701 2.1470 0.0 0.3 0.4 -0.40
H -0.6902 1.2916 1.8103 -0.1 0.1 0.5 0.29
H -1.8728 2.4386 2.4079 0.3 -0.1 0.1 0.45
H 0.7222 2.1866 3.4716 -0.3 -0.1 0.1 0.71
H 0.0208 2.8714 5.7252 0.0 -0.3 -0.2 0.55
H -2.6564 3.1658 4.6007 0.4 -0.2 0.2 0.30
H -2.1885 3.3065 6.2882 0.0 -0.3 -0.4 0.40
H -3.3127 1.4413 6.8245 0.2 -0.2 -0.4 0.31
H -3.9478 1.4295 5.1884 0.3 -0.2 0.2 0.46
H 2.0996 -1.0624 4.9611 0.0 0.1 -0.4 0.34
H 2.1641 0.4050 3.9084 0.0 -0.5 0.0 0.33
H 1.3370 -1.0913 3.3181 0.3 0.2 0.2 0.32
P 0.0137 -2.0552 -4.5091 0.4 -0.8 0.5 0.08
P 1.8575 0.3600 -4.7654 1.1 0.1 -0.1 0.06
C -0.7133 -0.5066 -5.0937 0.7 1.3 0.0 -0.55
C 0.1445 0.5300 -5.3215 -1.1 -1.1 -0.1 -0.68
C -0.7682 -3.3057 -5.6060 -0.1 -0.1 -0.1 0.23
C -1.9586 -3.0841 -6.3084 0.1 -0.5 0.0 0.12
C -2.5307 -4.1171 -7.0582 0.1 0.0 0.0 -0.60
C -1.9022 -5.3631 -7.1375 0.2 0.2 0.2 -0.46
C -0.6746 -5.5688 -6.4866 -0.3 0.1 -0.1 -0.53
C -0.0976 -4.5406 -5.7439 -0.5 0.3 0.0 -0.33
C -0.8738 -2.2619 -2.9043 -0.1 -0.2 0.0 0.52
C -0.5004 -1.4267 -1.8315 -0.3 -0.3 -0.2 -0.68
C -1.2120 -1.4759 -0.6336 -0.2 -0.3 -0.1 -0.22
C -2.2879 -2.3673 -0.4933 0.2 0.0 -0.3 -0.55
C -2.6043 -3.2523 -1.5323 0.2 0.2 0.3 -0.62
C -1.8770 -3.2215 -2.7228 0.0 0.3 0.2 -0.49
C 2.6640 1.0885 -6.2729 0.1 0.1 0.1 0.27
C 2.6450 0.3105 -7.4472 -0.1 0.5 0.1 -0.40
C 3.0224 0.8784 -8.6634 0.1 0.2 0.2 -0.49
C 3.4615 2.2099 -8.7100 -0.1 -0.2 0.2 -0.47
C 3.5816 2.9455 -7.5269 0.1 -0.2 -0.1 -0.52
C 3.2176 2.3747 -6.3040 -0.2 -0.1 -0.4 -0.36
C 1.9918 1.7388 -3.5536 -0.1 -0.1 0.2 0.34
C 3.1439 1.7751 -2.7398 -0.4 0.3 -0.3 -0.50
C 3.3820 2.8789 -1.9236 -0.2 0.2 0.0 -0.54
C 2.4560 3.9334 -1.8819 0.0 -0.3 -0.2 -0.50
C 1.2632 3.8421 -2.6072 0.1 -0.1 0.2 -0.67
C 1.0108 2.7253 -3.4070 0.4 0.2 0.0 0.00
H -1.8000 -0.4427 -5.2043 0.3 0.2 -0.4 0.55
H -0.1175 1.4423 -5.8693 -0.3 -0.2 0.4 0.78
H -2.4398 -2.1073 -6.2724 0.0 -0.3 0.0 0.20
H -3.4716 -3.9411 -7.5830 0.3 -0.1 0.1 0.38
H -2.3552 -6.1712 -7.7142 0.1 0.2 0.2 0.36
H -0.1695 -6.5329 -6.5619 -0.1 0.3 0.0 0.38
H 0.8712 -4.6813 -5.2602 -0.3 0.0 -0.1 0.37
H 0.3452 -0.7449 -1.9431 -0.3 -0.1 0.0 0.40
H -0.9282 -0.8263 0.1979 -0.1 -0.2 -0.3 0.34
H -2.8702 -2.3770 0.4294 0.2 0.0 -0.2 0.38
H -3.4164 -3.9717 -1.4153 0.2 0.2 0.0 0.37
H -2.0941 -3.9396 -3.5135 -0.1 0.3 0.1 0.28
H 2.3133 -0.7272 -7.4017 0.0 0.2 0.0 0.40
H 2.9732 0.2872 -9.5775 0.0 0.1 0.2 0.37
H 3.7141 2.6668 -9.6675 0.0 -0.1 0.3 0.35
H 3.9570 3.9698 -7.5519 -0.1 -0.3 0.0 0.37
H 3.3453 2.9387 -5.3796 -0.2 -0.1 -0.3 0.29
H 3.8456 0.9399 -2.7617 -0.1 0.3 -0.1 0.37
H 4.2910 2.9232 -1.3203 -0.3 0.0 -0.2 0.40
H 2.6599 4.8143 -1.2721 -0.1 -0.3 -0.1 0.40
H 0.5217 4.6412 -2.5504 0.2 -0.2 0.1 0.40
H 0.0559 2.6264 -3.9255 0.3 0.2 0.0 0.38
C -0.8405 -0.6861 8.9098 -0.2 -0.2 0.1 -1.55
C 0.3857 0.0122 8.3426 -0.2 0.1 -1.0 1.57
C 0.4695 1.4088 8.9395 0.1 0.3 0.1 -1.55
C 1.6441 -0.8007 8.6170 0.1 -0.1 0.0 -1.62
O 0.2467 0.1406 6.9067 0.4 -0.4 1.5 -0.80
H -0.7318 -0.8051 9.9997 -0.1 0.0 -0.3 0.46
H -0.9646 -1.6761 8.4568 0.0 0.1 0.1 0.35
H -1.7466 -0.0986 8.7130 0.2 -0.1 0.0 0.27
H 0.4839 1.3741 10.0424 0.0 0.0 -0.4 0.40
H 1.3803 1.9092 8.5940 -0.1 0.0 0.1 0.36
H -0.3989 2.0019 8.6206 0.2 -0.1 0.1 0.31
H 1.5612 -1.7941 8.1620 0.0 0.1 0.1 0.36
H 2.5245 -0.3079 8.1914 -0.1 0.0 0.1 0.36
H 1.7939 -0.9211 9.6974 0.0 0.0 -0.2 0.40
```
Positions in Å, forces in eV/Å.

Values from the calculation:
Max |F| = 0.038 Eh/bohr
E_HOMO (spin up / spin down) = -6.513 / -7.388 eV
Electronic energy = -3120.96891 Eh
Spin multiplicity = 3
Frontier orbital gap (spin up / spin down) = 0.2595 / 0.2679 hartree

---

C5H36O14 | ωB97M-V with the def2-TZVPD basis set

```
55
Properties=species:S:1:pos:R:3:forces:R:3:mulliken_charge:R:1
C 2.5303 1.3610 -1.8582 0.2 0.0 -0.4 0.29
C 2.5943 0.0501 -2.0383 -0.6 -0.1 -0.6 -1.27
C 2.2817 2.1186 -0.5515 2.0 -0.1 -1.5 0.00
C 2.5198 1.3982 0.7457 -0.5 1.8 0.5 -0.14
C 2.4845 2.1095 1.8849 -0.7 -0.5 -0.2 -0.94
H 2.8506 1.9271 -2.7580 -0.1 0.1 1.0 0.32
H 3.0080 -0.3488 -2.9598 0.0 0.2 0.0 0.57
H 2.0395 -0.6648 -1.4629 0.6 -0.4 0.8 0.00
H 3.1103 2.8398 -0.7117 -0.8 0.4 0.7 0.41
H 1.3294 2.6051 -0.4552 -0.3 0.4 -0.4 -0.23
H 2.6262 0.3489 0.6731 -0.1 -1.1 0.5 0.60
H 2.2678 1.6725 2.8529 0.8 -0.4 0.0 0.28
H 2.4454 3.2052 1.9032 -0.1 -0.4 -0.4 0.25
H -1.7632 1.7027 2.1565 0.7 0.6 0.0 0.37
H -1.2660 2.2204 0.7291 1.1 1.7 0.9 0.24
O -1.8070 1.6116 1.1919 -1.4 -2.1 0.5 -0.58
H -2.4994 2.8327 -1.0407 -0.3 0.1 0.6 0.30
H -1.3937 1.7720 -0.7059 -0.6 -0.2 -0.3 0.22
O -1.8491 2.2415 -1.4097 0.3 -0.3 -0.9 -0.56
H 1.4870 -0.8024 -3.8170 -0.2 -0.5 -0.1 0.39
H 1.3059 -2.3563 -3.8580 -0.1 0.3 0.2 0.30
O 1.3224 -1.5601 -4.3984 0.0 0.1 -0.3 -0.64
H -0.0226 4.7086 0.5650 0.6 0.8 0.2 0.27
H -0.2929 3.8396 -0.7003 0.1 0.4 -0.1 0.21
O -0.4710 3.9475 0.2382 -0.7 -1.0 -0.2 -0.64
H -0.0354 -4.0503 -2.2292 0.3 -0.2 0.1 0.29
H -1.3405 -3.2990 -2.1795 0.3 0.1 0.0 0.27
O -0.3741 -3.1559 -2.1600 -1.2 -0.4 -0.5 -0.56
H -0.8858 2.5392 -4.0874 0.2 -0.1 -0.5 0.31
H -0.8103 2.8113 -2.6532 0.4 -0.1 -0.2 0.40
O -0.2352 2.8361 -3.4450 -0.4 0.2 0.3 -0.63
H 0.4711 -0.8187 -0.2027 0.0 0.4 0.1 0.16
H -0.1229 -2.0456 -0.9663 0.9 -0.1 0.5 0.33
O 0.4777 -1.7747 -0.2234 -0.6 0.2 0.0 -0.56
H -0.2521 1.2626 4.4435 -0.1 0.5 -0.1 0.29
H -1.2592 0.3498 3.9019 0.0 0.9 0.2 0.46
O -1.1140 1.3314 4.0057 0.1 -1.2 -0.1 -0.73
H -3.0131 -3.7546 0.2187 0.0 0.0 0.2 0.33
H -2.8901 -2.3124 -0.2748 -0.4 -0.6 0.3 0.24
O -3.2434 -3.1900 -0.5223 0.5 0.6 -0.4 -0.61
H -1.7385 -0.3913 1.6664 -0.9 0.2 -0.1 0.34
H -1.2322 -1.7429 1.6826 -0.6 -0.5 -0.2 0.32
O -2.1013 -1.2997 1.7386 1.2 0.3 -0.6 -0.68
H -0.1248 -1.8864 3.7095 0.2 0.2 0.5 0.33
H -1.6185 -1.7401 3.6020 -0.6 0.0 0.0 0.41
O -0.8674 -1.3758 4.0710 0.5 -0.5 0.2 -0.71
H 0.7094 -3.0574 0.9363 0.2 0.1 -0.6 0.35
H 1.2602 -4.4383 1.4605 -0.1 0.2 -0.1 0.30
O 0.7547 -3.6525 1.6908 -0.1 -0.3 0.8 -0.62
H -3.5853 -0.2704 -1.5664 0.1 0.1 0.5 0.32
H -3.2180 -1.3224 -2.5989 1.0 -1.6 -0.2 0.29
O -3.7300 -0.5625 -2.4600 -1.2 1.6 -0.3 -0.60
H 2.3338 -1.7570 2.6801 0.1 0.1 0.4 0.37
H 1.1203 -0.9691 2.4456 0.0 0.4 0.2 0.15
O 1.8269 -1.0438 3.1008 0.0 -0.5 -0.7 -0.61
```
Positions in Å, forces in eV/Å.

Values from the calculation:
Max |F| = 0.049 Eh/bohr
Relative energy (zero: lowest compared OMol25 entry of this formula, charge and spin) = 117.78 kcal/mol
E_HOMO = -9.554 eV
Electronic energy = -1265.36337 Eh
Frontier orbital gap = 0.3423 hartree

---

C8H18N2O | ωB97M-V with the def2-TZVPD basis set

```
29
Properties=species:S:1:pos:R:3:forces:R:3:mulliken_charge:R:1
C -0.0153 -1.9352 0.4748 -1.7 0.3 0.0 -0.60
C -0.1094 -1.2613 1.8426 0.2 -1.1 1.1 -0.48
C -1.4414 -0.5265 1.9990 -0.3 0.5 3.0 -0.55
C -1.6198 0.8828 1.3169 0.4 -0.5 2.7 -1.08
C -0.1600 1.8064 -0.4378 -1.1 1.1 -2.0 -1.07
C 1.2311 1.2201 -0.6553 1.3 -1.5 0.7 -0.34
C 1.2557 0.3547 -1.9520 -2.1 2.9 -0.7 -0.36
C 2.3503 -0.6371 -2.1022 0.3 -0.8 0.2 -0.95
H -0.2749 -1.0541 -0.1700 0.6 -1.4 -0.2 -0.08
H -0.8775 -2.7122 0.3453 1.8 1.2 0.2 0.33
H 0.9773 -2.3432 0.2802 -0.3 -0.1 -0.2 0.24
H 0.0180 -1.9790 2.7460 -0.3 0.8 -1.6 0.36
H 0.7106 -0.5329 2.0169 -0.3 -0.3 -0.4 0.19
H -1.3696 -0.4075 3.1941 -1.0 0.5 -2.5 0.28
H -2.3634 -1.1298 1.8120 1.0 0.2 0.0 0.29
H -1.0685 1.6296 1.9130 0.7 -0.4 -0.6 0.44
H -2.6141 1.2450 1.6060 -0.3 -0.4 -1.0 0.38
H -0.6018 2.1684 -1.4034 1.3 0.3 0.2 0.44
H -0.2464 2.6436 0.2426 0.7 0.3 0.1 0.51
H 1.9761 2.0405 -0.6578 -0.5 -0.2 -0.4 0.41
H 1.6911 0.5522 0.1448 -1.3 0.8 -0.3 0.20
H 1.2677 1.1572 -2.7667 -0.1 -1.3 0.6 0.36
H 0.2189 -0.1185 -1.9998 1.4 0.3 -0.2 0.18
H 3.3806 -0.1664 -1.9515 -1.3 -0.9 -0.4 0.29
H 2.1927 -1.1761 -3.0779 0.8 0.6 0.8 0.34
H 2.1161 -1.3822 -1.3109 0.9 0.2 -0.4 0.08
N -1.2752 0.9982 -0.0799 -1.1 -1.3 2.0 0.74
N -2.2015 0.6071 -0.9476 0.3 0.2 -0.3 -0.08
O -3.1472 0.0563 -0.4213 -0.1 0.0 -0.4 -0.48
```
Positions in Å, forces in eV/Å.

Values from the calculation:
Max |F| = 0.071 Eh/bohr
Relative energy (zero: lowest compared OMol25 entry of this formula, charge and spin) = 79.67 kcal/mol
E_HOMO = -9.261 eV
SMILES = CCCCN(CCCC)N=O
Electronic energy = -500.23643 Eh
Frontier orbital gap = 0.3694 hartree

---

C23H42MnN5O | ωB97M-V with the def2-TZVPD basis set

```
72
Properties=species:S:1:pos:R:3:forces:R:3:mulliken_charge:R:1
Mn -2.4553 -2.2877 1.6240 1.7 2.5 -1.2 0.78
C 0.4954 0.0032 -0.2197 -0.6 0.2 0.5 -0.22
C -1.0357 0.0630 -0.3467 0.3 0.9 -0.4 0.53
C -1.4071 0.1092 -1.8380 1.0 -0.6 -0.2 -1.14
O -1.6372 -0.9603 0.3328 -1.1 -1.5 1.1 -0.30
H 0.8852 0.8519 -0.7824 0.5 -0.3 -0.2 0.17
H 0.8751 -0.9727 -0.5216 0.1 0.1 -0.4 -0.14
H 0.7708 0.1485 0.8298 0.0 0.0 0.0 -0.17
H -1.2747 1.0723 0.0350 -0.4 -0.1 0.5 0.12
H -2.4636 0.0810 -2.0904 -0.1 -0.3 0.3 0.15
H -0.8518 -0.7459 -2.2417 -0.6 -0.2 -0.5 0.36
H -0.9879 0.9686 -2.3688 0.0 0.2 0.3 0.18
C 0.7773 1.7075 4.3822 -0.8 0.8 -0.8 -1.38
C 1.2884 0.2953 4.2940 0.0 -0.1 0.8 0.23
C 0.3924 -0.8045 4.9099 -0.8 0.5 -1.7 -0.25
C -0.8412 -0.9378 4.0856 0.5 0.3 0.8 0.37
N -1.7944 -1.0387 3.4586 -0.2 -0.6 -0.4 -0.42
H 1.4398 2.3569 3.8060 0.2 0.0 0.3 0.35
H 0.6419 2.1373 5.3738 0.3 -0.3 0.2 0.38
H -0.1872 1.8399 3.8751 0.0 -0.3 0.1 0.32
H 2.2253 0.2723 4.8553 0.2 -0.3 -0.4 0.35
H 1.4315 0.0285 3.2464 0.4 0.0 0.0 -0.22
H 0.0583 -0.5789 5.9187 0.4 -0.4 0.2 0.40
H 0.8969 -1.7545 4.7340 0.0 -0.2 0.8 0.09
C 2.9055 -4.6049 3.3007 -0.4 0.4 0.6 -1.11
C 3.1256 -4.1519 1.8578 -0.8 -1.2 0.2 -0.86
C 2.2922 -2.9240 1.4350 1.3 -0.4 0.0 0.34
C 0.8589 -3.1210 1.5458 0.7 0.1 -0.1 0.38
N -0.2664 -3.2925 1.6135 -1.4 0.1 0.3 -0.43
H 3.6979 -5.2625 3.6511 0.2 0.2 0.0 0.36
H 1.9790 -5.1570 3.4862 -0.1 -0.1 -0.6 0.32
H 2.7901 -3.7511 3.9796 0.5 0.0 0.0 0.23
H 2.8358 -5.0073 1.2415 0.1 0.2 -0.3 0.35
H 4.1796 -3.9920 1.6460 0.0 0.4 0.0 0.46
H 2.5656 -2.7163 0.3993 -0.3 0.2 -0.1 -0.15
H 2.6442 -2.0909 2.0455 -0.4 0.2 0.0 0.26
C 3.0587 -1.8058 -4.2513 0.5 -1.2 0.2 -1.50
C 2.9954 -1.0330 -2.9378 -0.2 1.5 -1.4 0.49
C 4.3302 -0.8466 -2.1925 -0.6 0.8 -0.3 -0.35
C 5.0467 -2.0682 -1.9444 0.0 -0.3 0.6 0.14
N 5.5801 -3.0442 -1.6722 0.2 -0.4 0.0 -0.48
H 3.8393 -1.4422 -4.9214 0.0 0.3 0.1 0.33
H 2.1302 -1.8257 -4.8197 -0.1 0.3 0.2 0.40
H 3.3137 -2.8582 -4.0832 0.0 0.0 0.1 0.40
H 2.1482 -1.2889 -2.3062 0.3 -0.6 0.2 -0.21
H 2.7297 -0.0248 -3.2799 0.0 0.2 0.4 0.07
H 4.1261 -0.3021 -1.2668 0.1 -0.3 0.2 0.28
H 4.9959 -0.1605 -2.7245 -0.1 -0.2 -0.3 0.41
C -5.3147 0.9611 -1.4259 0.8 -0.5 0.0 -1.00
C -6.4435 0.7996 -0.4185 -0.2 0.6 -0.4 -0.51
C -5.9730 0.7711 1.0287 0.4 -0.2 0.5 -0.49
C -5.0339 -0.3210 1.3485 -1.2 1.3 -0.3 0.27
N -4.3453 -1.1718 1.6473 1.0 -1.5 0.2 -0.23
H -4.5072 1.6335 -1.1228 -0.2 0.1 0.3 0.27
H -5.6082 1.3098 -2.4141 -0.4 -0.1 0.1 0.42
H -4.8468 -0.0203 -1.5494 0.1 0.1 -0.2 0.25
H -7.0037 -0.0995 -0.6723 -0.1 0.0 0.2 0.33
H -7.1297 1.6466 -0.4785 -0.1 -0.1 0.0 0.29
H -6.7900 0.6733 1.7471 -0.1 -0.1 -0.2 0.37
H -5.4849 1.7122 1.2923 0.2 -0.1 -0.1 0.29
C -0.8303 5.6077 -3.3850 0.6 1.0 0.5 -1.19
C -0.9200 4.4165 -2.4177 -0.1 0.8 0.4 -0.34
C 0.3541 3.6036 -2.2696 1.1 0.0 0.2 0.28
C 0.9526 3.0931 -3.4956 0.1 -0.5 -0.5 0.32
N 1.4946 2.6267 -4.3967 -0.2 0.2 0.1 -0.51
H -1.8013 5.9715 -3.7142 0.0 -0.4 -0.4 0.33
H -0.1004 5.5575 -4.1935 -0.4 -0.6 -0.3 0.34
H -0.4531 6.4718 -2.8217 0.1 -0.1 0.1 0.30
H -1.8114 3.8149 -2.5852 0.2 -0.3 -0.2 0.21
H -1.0589 4.9155 -1.4558 -0.3 -0.4 0.2 0.32
H 0.3420 2.7555 -1.5804 -0.8 0.0 0.0 -0.44
H 1.1683 4.1883 -1.8207 -0.3 0.4 -0.1 0.41
```
Positions in Å, forces in eV/Å.

Values from the calculation:
Max |F| = 0.063 Eh/bohr
Relative energy (zero: lowest compared OMol25 entry of this formula, charge and spin) = 0.00 kcal/mol
E_HOMO (spin up / spin down) = -11.316 / -11.285 eV
Electronic energy = -2401.33765 Eh
Spin multiplicity = 6
Net charge = +1
Frontier orbital gap (spin up / spin down) = 0.3049 / 0.2879 hartree

---

C10H12O2S | ωB97M-V with the def2-TZVPD basis set

```
25
Properties=species:S:1:pos:R:3:forces:R:3:mulliken_charge:R:1
C -2.2931 -0.7799 -0.1916 2.1 -4.6 -0.5 0.41
C -1.4390 -0.2942 1.1112 -0.3 -1.7 -1.5 0.34
C -1.2232 1.1913 1.1535 2.7 2.8 0.1 -0.74
C -0.2520 -1.2531 1.2530 4.3 2.3 -1.9 -1.21
C 1.0842 -0.6514 0.3547 0.6 -1.9 2.1 0.53
C 1.4441 -1.0370 -0.9471 3.4 3.3 1.7 -0.53
C 2.7565 -0.4810 -1.4327 -1.6 -2.4 -0.3 -0.43
C 3.5975 0.2728 -0.6632 -0.2 0.8 2.1 -0.42
C 3.3372 0.4581 0.7532 -0.2 0.0 -1.1 -0.41
C 2.1389 -0.0850 1.2385 -1.1 0.2 0.8 -0.31
H -4.0582 -0.7715 -1.0480 3.1 3.0 2.3 0.43
H -2.0502 -0.6086 1.9422 -0.8 0.3 0.3 0.48
H -2.1165 1.6509 1.8104 2.5 -0.3 -1.8 0.34
H 0.1339 1.5514 1.5078 -4.7 -1.3 -0.5 0.25
H 0.2257 1.8017 -0.9805 -1.6 0.1 0.7 0.14
H 0.3079 -1.3259 2.2408 -1.7 0.0 -0.9 0.39
H -0.4930 -2.1956 0.8011 -0.1 -0.5 0.2 0.45
H 0.8695 -1.6279 -1.5880 -1.0 -0.7 -0.8 0.55
H 3.1710 -0.9319 -2.3651 -0.7 0.9 0.4 0.29
H 4.5001 0.7744 -1.0218 -0.2 -0.6 -0.3 0.35
H 4.1428 1.0378 1.3235 -1.6 -1.2 -0.4 0.30
H 1.8899 -0.1087 2.3935 0.6 0.4 -2.5 0.13
O -3.3832 -0.0755 -0.4370 -2.8 -3.1 -2.2 -0.47
O -2.0088 -1.8998 -0.7808 -1.5 5.1 2.3 -0.63
S -1.1433 2.0320 -0.6906 1.0 -1.0 1.6 -0.22
```
Positions in Å, forces in eV/Å.

Values from the calculation:
Max |F| = 0.112 Eh/bohr
Relative energy (zero: lowest compared OMol25 entry of this formula, charge and spin) = 111.84 kcal/mol
E_HOMO = -8.959 eV
Electronic energy = -936.76155 Eh
Frontier orbital gap = 0.3436 hartree

---

Q: The lowest electronic energy belongs to which entry?
A: C39H46OP2Ti